[1]
{
  "formula": "C17H19ClN2O5S3",
  "method": "the ωB97M-V functional and the def2-TZVPD basis",
  "multiplicity": 1,
  "e_homo_ev": -9.471,
  "smiles": "O=S(=O)(c1ccc(Cl)cc1)N1CCC2(CC1)OCCN2S(=O)(=O)c1cccs1",
  "orbital_gap_ev": 9.5,
  "e_above_lowest_ev": 0.090,
  "lumo_ev": 0.04,
  "charge": 0,
  "species": ["C", "H", "C", "N", "C", "H", "H", "H", "O", "C", "O", "C", "S", "H", "C", "C", "S", "C", "C", "Cl", "H", "O", "H", "O", "S", "C", "N", "H", "H", "H", "H", "C", "H", "C", "O", "C", "H", "C", "H", "H", "H", "C", "H", "H", "H", "C", "C"],
  "positions_angstrom": [[-0.173, -0.115, -0.948], [-4.706, 1.127, -3.910], [2.079, 0.801, -0.474], [0.839, 2.000, -2.091], [2.470, -0.516, 0.173], [-0.903, -0.271, -1.736], [3.116, -0.275, 0.989], [-5.011, 1.327, -1.221], [-0.100, 4.393, -2.189], [-2.962, 2.147, -1.117], [2.990, -2.542, 2.204], [-1.953, 2.435, -2.016], [-0.340, 3.098, -1.525], [-0.805, 0.114, 5.178], [0.417, -2.335, 3.099], [-1.078, -3.242, 4.804], [1.598, -2.570, 1.745], [0.168, -1.050, 3.629], [1.366, 2.106, -3.413], [-2.397, -1.815, 6.697], [-1.502, -4.130, 5.270], [1.481, -0.072, -2.681], [2.062, 2.986, -3.468], [1.263, -3.828, 1.017], [-2.348, 2.080, -3.653], [0.263, -1.441, -0.352], [1.306, -1.222, 0.661], [-0.585, -1.923, 0.133], [2.967, -1.118, -0.554], [-0.066, -4.397, 3.291], [0.615, -2.134, -1.150], [2.078, 0.793, -3.651], [-2.907, 2.263, -0.031], [-1.309, -1.971, 5.332], [-0.221, 3.167, -0.077], [-3.962, 1.509, -3.171], [0.579, 2.312, -4.153], [0.990, 0.656, -1.521], [2.940, 1.279, -0.934], [3.172, 0.899, -3.502], [1.712, 1.455, 0.289], [-0.668, -0.868, 4.735], [0.662, -0.197, 3.207], [1.896, 0.405, -4.652], [-0.637, 0.471, -0.170], [-0.256, -3.403, 3.703], [-4.138, 1.610, -1.795]]
}


[2]
{
  "formula": "C5H16N3",
  "method": "the ωB97M-V functional and the def2-TZVPD basis",
  "multiplicity": 1,
  "e_homo_ev": -11.205,
  "smiles": "NCCCNCC[NH3+]",
  "orbital_gap_ev": 7.4,
  "e_above_lowest_ev": 4.223,
  "lumo_ev": -3.77,
  "charge": 1,
  "species": ["H", "N", "C", "H", "H", "C", "H", "H", "C", "H", "N", "H", "N", "H", "H", "H", "H", "C", "H", "H", "H", "H", "H", "C"],
  "positions_angstrom": [[-1.245, 1.392, -1.407], [3.465, 1.433, 0.455], [2.157, 1.905, 0.079], [1.045, 0.490, -1.621], [-1.687, -0.085, 1.049], [0.863, 1.094, 0.486], [-0.672, -2.651, -0.066], [-1.783, -1.471, -1.654], [-1.965, -0.560, -0.978], [1.939, 2.974, 0.335], [-1.033, 0.554, -0.816], [0.553, -0.873, -0.646], [-1.441, -2.413, 0.649], [2.221, 1.716, -1.003], [-1.141, -2.558, 1.648], [3.454, 0.474, 0.658], [1.125, 0.373, 1.277], [0.411, 0.233, -0.682], [-3.115, -1.219, 0.823], [-2.219, -3.028, 0.312], [4.177, 1.976, 0.909], [-0.011, 1.578, 0.906], [-3.015, -0.271, -1.247], [-2.084, -1.064, 0.534]]
}


[3]
{
  "formula": "C7H10NO5",
  "method": "the ωB97M-V functional and the def2-TZVPD basis",
  "multiplicity": 1,
  "e_homo_ev": -5.145,
  "orbital_gap_ev": 8.6,
  "e_above_lowest_ev": 3.063,
  "lumo_ev": 3.47,
  "charge": -1,
  "species": ["H", "H", "H", "C", "N", "H", "C", "O", "O", "C", "H", "H", "C", "H", "H", "C", "C", "O", "O", "C", "O", "H", "H"],
  "positions_angstrom": [[2.663, 0.911, 1.209], [2.490, -0.506, 0.290], [-2.916, -1.991, -0.194], [-1.919, -2.089, 0.092], [0.182, -1.141, 2.072], [-1.574, -3.005, -0.355], [2.386, 0.534, 0.277], [0.147, -0.347, 2.985], [-1.802, -0.503, -1.630], [0.867, 0.729, 0.032], [2.892, 1.058, -0.456], [-0.639, 2.366, 0.526], [-1.295, -0.820, -0.442], [0.948, 3.040, 0.353], [-1.808, -2.104, 1.178], [0.386, 2.092, 0.624], [-1.139, 0.350, -2.955], [0.044, 0.223, -2.961], [-2.038, 0.807, -3.581], [-0.192, -0.284, 0.106], [0.782, -2.193, 2.083], [0.528, 1.972, 1.788], [1.009, 0.902, -1.042]]
}


[4]
{
  "formula": "C4H14N2O2",
  "method": "the ωB97M-V functional and the def2-TZVPD basis",
  "multiplicity": 1,
  "e_homo_ev": -9.424,
  "smiles": "CCC/N=C\\N.O.O",
  "orbital_gap_ev": 10.3,
  "e_above_lowest_ev": 0.000,
  "lumo_ev": 0.88,
  "charge": 0,
  "species": ["H", "H", "H", "C", "C", "C", "H", "N", "H", "H", "C", "H", "H", "N", "H", "O", "H", "H", "O", "H", "H", "H"],
  "positions_angstrom": [[0.490, -2.646, -1.274], [0.356, 0.395, -1.729], [0.274, 2.685, 0.200], [0.420, -1.622, -0.899], [0.344, -0.643, -2.062], [-0.798, -1.525, 0.030], [-0.283, 1.101, 2.023], [-0.928, -0.199, 0.614], [-0.756, -2.307, 0.799], [1.775, 2.974, -0.027], [-0.224, 0.088, 1.633], [0.923, -1.590, 1.922], [-0.574, -0.786, -2.640], [0.588, -0.746, 2.353], [-1.689, -1.708, -0.570], [1.137, 2.712, 0.657], [1.326, -1.421, -0.320], [1.270, -0.298, 2.940], [-1.379, 2.270, -0.589], [-1.362, 1.349, -0.219], [1.175, -0.794, -2.744], [-2.083, 2.713, -0.099]]
}


[5]
{
  "formula": "C24H26N5O6PdS",
  "method": "the ωB97M-V functional and the def2-TZVPD basis",
  "multiplicity": 1,
  "e_homo_ev": [-11.549, -11.548],
  "orbital_gap_ev": [4.6, 4.5],
  "lumo_ev": [-7.00, -7.01],
  "charge": 1,
  "species": ["C", "H", "C", "H", "C", "N", "O", "C", "H", "N", "O", "H", "C", "H", "H", "H", "O", "H", "O", "H", "C", "C", "C", "C", "H", "H", "H", "C", "C", "H", "H", "C", "H", "H", "H", "Pd", "C", "C", "C", "C", "C", "H", "O", "H", "N", "C", "H", "H", "O", "H", "C", "H", "C", "H", "S", "N", "H", "C", "C", "H", "N", "C", "C"],
  "positions_angstrom": [[4.217, -6.578, 1.142], [2.587, 1.795, -3.033], [2.109, 0.178, -1.695], [1.516, -5.487, 2.867], [-0.625, 4.221, -1.772], [1.501, 2.904, -0.843], [2.448, -1.925, 1.462], [-3.359, 4.331, -1.399], [3.999, 1.032, -2.219], [-0.099, -2.131, 1.880], [1.800, 5.302, -1.555], [-4.557, 2.166, 2.239], [4.609, -5.386, 0.547], [-2.529, 2.165, 0.816], [4.155, -3.290, 0.322], [4.777, -7.482, 0.959], [0.852, 0.246, -1.775], [0.796, 2.172, -0.853], [-0.745, 0.371, 0.823], [-5.352, 4.636, -2.118], [-1.800, 0.272, 1.518], [1.953, -3.050, 1.721], [-2.490, 4.611, -0.345], [-4.132, 0.249, 3.112], [-2.897, 4.883, 0.619], [-5.109, 5.090, -0.424], [-1.526, -2.742, 3.218], [2.376, -5.468, 2.217], [3.112, -6.612, 1.982], [-3.496, 3.781, -3.464], [-5.016, 0.261, 3.730], [-2.746, 1.345, 1.484], [-5.197, 3.390, -0.885], [3.129, 1.925, -0.024], [-1.027, 3.671, -3.784], [0.953, -0.893, 0.246], [2.835, 2.385, -0.980], [-3.281, -0.825, 3.141], [-2.830, 3.992, -2.641], [-1.460, 3.931, -2.832], [-4.840, 4.373, -1.195], [5.469, -5.367, -0.105], [1.450, 3.619, -3.302], [2.824, -7.542, 2.446], [-0.446, -2.722, -2.126], [2.755, -4.271, 1.606], [-1.369, -2.823, -1.717], [-0.345, -1.814, -2.578], [2.664, -0.830, -1.183], [-0.429, 4.784, 0.271], [3.888, -4.231, 0.782], [-3.505, -1.668, 3.775], [-1.119, 4.560, -0.527], [0.464, -3.786, -0.686], [1.137, 4.120, -1.992], [0.654, -3.188, 2.067], [1.479, -2.854, -1.629], [-1.234, -1.975, 2.500], [2.962, 1.345, -2.114], [3.483, 3.239, -1.184], [0.572, -2.881, -1.151], [-3.863, 1.339, 2.266], [-2.103, -0.864, 2.370]]
}